Computed, not measured: a 2-piece molecular cluster, C3H10N2S overall, with ωB97M-V with the def2-TZVPD basis set.

Positions of all 16 atoms, in Å:
C (0.13182, 0.39449, -1.45936)
C (-0.10953, -1.11408, -1.63801)
S (-1.88237, -1.60613, -1.41832)
H (0.18119, 0.81341, -2.46123)
H (1.14098, 0.51084, -1.06721)
H (-0.58875, 0.81095, -0.77297)
H (0.31463, -1.74856, -0.85850)
H (0.19689, -1.44857, -2.62219)
N (0.78612, -0.23380, 1.67783)
C (0.41612, 0.88083, 2.36532)
N (-0.23749, 1.83116, 1.85124)
H (0.27298, -0.54387, 0.87428)
H (1.37955, -0.88369, 2.15785)
H (0.70218, 0.82500, 3.42425)
H (-0.38895, 2.58092, 2.51414)
H (-2.31536, -1.06891, -2.56710)

Output
ΔE to the lowest compared entry with this formula, charge and spin (eV): 0.489
SMILES string: [H]/N=C/N.CCS
E_LUMO (eV): 0.87
Molecular weight (g/mol): 106.2
HOMO (eV): -9.0
E_tot (eV): -17088.11508

natural (NBO) population analysis, charges in e, atoms 1 to 5: C -0.646; C -0.490; S -0.072; H 0.214; H 0.217

***

Computed, not measured: a 5-piece molecular cluster, C30H47BF9NO19PS overall, with ωB97M-V with the def2-TZVPD basis set.

Positions of all 109 atoms, in Å:
C (4.61103, 0.22148, -0.09260)
O (4.23315, -1.13203, -0.52913)
C (2.96888, -0.95335, -1.31563)
C (3.04581, -1.66833, -2.78978)
C (2.70836, -0.67611, -4.05696)
C (1.35802, 0.23552, -3.87753)
C (-0.05739, -0.56880, -4.06393)
C (-1.13584, 0.07777, -2.95099)
C (-0.96641, -0.77105, -1.61287)
N (-1.75895, -0.62767, -0.35805)
C (-1.09609, 0.45948, 0.44177)
C (-0.78775, 1.90394, -0.24516)
C (-0.11815, 2.83402, 0.97981)
O (-1.28729, 3.33887, 1.76125)
C (-1.20469, -1.86194, 0.42848)
C (-1.87937, -3.29348, 0.08862)
F (-0.81488, -4.32311, -0.21121)
O (-2.79085, -3.26885, -1.00726)
C (-3.64834, -2.10516, -1.17123)
P (-3.93821, -2.05763, -3.05522)
O (-2.48269, -2.66475, -3.87817)
O (-4.61145, -0.63928, -3.74692)
S (-5.26561, -3.48479, -3.47709)
C (-3.26354, -0.71964, -0.38880)
B (-3.98710, -0.91177, 1.12633)
O (-5.38371, -1.42990, 1.34957)
O (-3.37752, -0.67323, 2.44163)
C (-3.51241, -1.88840, 3.28197)
C (-4.08899, 0.62339, -0.81064)
F (-3.59130, 1.45257, -1.90898)
F (-3.96299, 1.54804, 0.39432)
C (-5.69311, 0.57484, -1.00358)
F (-6.08690, 1.56781, -2.07745)
F (-6.36137, -0.67081, -1.36043)
H (4.77055, 0.98947, -0.98714)
H (3.76881, 0.69946, 0.60069)
H (5.65845, 0.17074, 0.46072)
H (2.11422, -1.50525, -0.69647)
H (2.76751, 0.19918, -1.32971)
H (2.42247, -2.68479, -2.80894)
H (4.18059, -2.00662, -2.93502)
H (2.59928, -1.34508, -5.02339)
H (3.69497, -0.02782, -4.23327)
H (1.39194, 1.05672, -4.74308)
H (1.36773, 0.84610, -2.87049)
H (0.01389, -1.73346, -4.00055)
H (-0.49058, -0.27014, -5.12833)
H (-0.79432, 1.22319, -2.91955)
H (-2.15067, 0.09177, -3.51216)
H (-0.82405, -1.89682, -1.99772)
H (0.16088, -0.48990, -1.30036)
H (-1.58230, 0.76314, 1.45799)
H (-0.01038, 0.07486, 0.77809)
H (-1.70570, 2.52313, -0.60344)
H (0.08176, 1.78743, -1.01910)
H (0.58866, 2.21539, 1.67923)
H (0.38206, 3.79256, 0.51051)
H (-1.95060, 3.78895, 1.16024)
H (-0.04724, -2.03206, 0.16674)
H (-1.13457, -1.61522, 1.59641)
H (-2.43289, -3.71829, 1.05685)
H (-4.70763, -2.52381, -0.79720)
H (-2.66198, -3.56829, -4.27233)
H (-4.25222, -0.58168, -4.69110)
H (-5.83739, -0.78101, 1.99473)
H (-3.64315, -2.87637, 2.66332)
H (-4.47050, -1.80678, 3.97744)
H (-2.52519, -2.03432, 3.92844)
H (-6.27703, 0.98260, -0.04189)
C (3.46161, 2.63325, 5.05344)
C (2.97543, 1.26625, 5.39498)
O (2.15071, 0.92749, 4.30322)
C (2.67088, 1.60579, 3.24209)
O (2.40563, 1.36121, 2.07688)
O (3.53300, 2.58963, 3.64243)
F (2.21453, 1.29016, 6.51218)
H (2.76264, 3.41969, 5.35730)
H (4.44131, 2.84717, 5.48912)
H (3.77055, 0.52057, 5.50110)
C (-5.58953, 2.33239, -5.13597)
C (-4.70210, 3.41531, -5.64730)
O (-4.73942, 3.23933, -7.04534)
C (-5.96244, 2.69605, -7.30176)
O (-6.47378, 2.65290, -8.40834)
O (-6.55052, 2.21178, -6.16548)
F (-3.42942, 3.23365, -5.22904)
H (-5.06634, 1.37801, -5.01428)
H (-6.06315, 2.59634, -4.18654)
H (-5.03703, 4.42695, -5.39447)
C (9.96864, -0.82899, -1.45233)
C (8.54512, -0.60384, -1.83259)
O (7.94663, -0.17574, -0.63033)
C (8.94373, 0.44456, 0.06081)
O (8.75915, 1.18060, 1.01582)
O (10.17682, 0.14743, -0.45172)
F (7.95841, -1.76125, -2.21183)
H (10.14190, -1.82436, -1.02970)
H (10.65207, -0.68094, -2.29280)
H (8.40236, 0.15782, -2.60655)
C (0.31197, -0.32068, 8.52909)
C (1.03921, -1.61342, 8.67621)
O (1.66435, -1.49851, 9.93433)
C (0.85260, -0.67933, 10.66006)
O (0.90747, -0.56098, 11.87285)
O (-0.03678, -0.01150, 9.86353)
F (1.99986, -1.73639, 7.73298)
H (0.94389, 0.47728, 8.12496)
H (-0.57916, -0.41375, 7.90250)
H (0.39143, -2.49649, 8.66623)

Output
E_LUMO (eV): -3.61
Total charge: +1
Molecular weight (g/mol): 970.5
HOMO (eV): -11.4
E_tot (eV): -117506.42740

Löwdin population analysis, charges in e, atoms 1 to 5: C -0.126; O -0.236; C -0.209; C -0.165; C -0.204